No. 1
This record from the Open Molecules 2025 dataset describes an isolated molecule of C19H34N2O4. The level of theory is ωB97M-V/def2-TZVPD.

Geometry as XYZ:
```
59
C19H34N2O4 ωB97M-V/def2-TZVPD
C -4.482 -3.456 -0.096
C -4.698 -2.441 1.017
O -4.128 -1.173 0.676
C -4.859 -0.360 -0.083
O -5.982 -0.585 -0.449
C -4.097 0.922 -0.425
C -4.943 2.140 -0.055
N -2.800 0.963 0.205
C -1.661 0.736 -0.478
O -1.628 0.575 -1.683
C -0.394 0.724 0.372
N 0.597 -0.016 -0.372
C 1.622 -0.667 0.217
O 1.772 -0.668 1.423
C 2.529 -1.391 -0.776
C 3.607 -2.207 -0.060
C 4.638 -1.314 0.628
C 5.279 -0.331 -0.351
C 6.291 0.588 0.341
C 7.548 -0.136 0.810
C 4.176 0.497 -1.014
C 3.189 -0.405 -1.747
C 0.125 2.149 0.695
C 0.400 2.936 -0.583
C -0.828 2.916 1.607
H -4.862 -4.424 0.217
H -3.423 -3.544 -0.323
H -5.012 -3.142 -0.992
H -4.186 -2.743 1.933
H -5.767 -2.307 1.210
H -3.916 0.907 -1.508
H -5.928 2.042 -0.504
H -4.473 3.049 -0.419
H -5.057 2.207 1.025
H -2.779 0.968 1.212
H -0.573 0.199 1.319
H 0.419 -0.073 -1.365
H 1.886 -2.073 -1.347
H 3.136 -2.848 0.686
H 4.107 -2.845 -0.794
H 4.143 -0.759 1.425
H 5.402 -1.949 1.079
H 5.802 -0.898 -1.131
H 5.810 1.070 1.194
H 6.583 1.374 -0.361
H 7.316 -0.864 1.583
H 8.262 0.576 1.219
H 8.022 -0.655 -0.021
H 3.648 1.069 -0.248
H 4.616 1.206 -1.720
H 2.435 0.202 -2.254
H 3.722 -0.974 -2.513
H 1.069 2.000 1.229
H -0.511 3.057 -1.165
H 1.135 2.423 -1.199
H 0.789 3.921 -0.338
H -1.753 3.157 1.090
H -1.056 2.341 2.502
H -0.363 3.848 1.918
```

* relative energy (zero: lowest compared OMol25 entry of this formula, charge and spin): 12.5 kJ/mol
* E: -1154.94182 hartree
* total charge: 0
* frontier orbital gap: 10.06 eV
* spin multiplicity: 1
* M: 354.49 g/mol
* SMILES string: CCOC(=O)[C@@H](C)NC(=O)[C@@H](NC(=O)[C@H]1CC[C@@H](CC)CC1)C(C)C
* HOMO: -9.5 eV


No. 2
This record from the Open Molecules 2025 dataset describes the ion C13H5F6N6O4S with charge -1 in a non-equilibrium geometry. The level of theory is ωB97M-V/def2-TZVPD.

Geometry as XYZ:
```
35
C13H5F6N6O4S ωB97M-V/def2-TZVPD
O 2.148 -3.018 -1.607
N 0.944 -2.707 -1.589
O 0.178 -2.888 -2.572
C 0.315 -2.133 -0.435
C -1.064 -1.857 -0.454
C -1.709 -1.429 0.679
N -3.006 -0.841 0.619
O -3.737 -0.976 -0.393
O -3.357 -0.176 1.629
C -1.043 -1.082 1.979
N 0.396 -1.392 1.868
N 1.320 -1.126 2.845
N 2.479 -1.489 2.356
N 2.370 -1.974 1.107
C 1.057 -1.881 0.776
H -1.649 -1.945 -1.373
H -1.114 -0.010 2.181
F 1.512 -5.800 5.324
C 1.082 -6.255 4.111
F 2.081 -5.998 3.201
F 0.983 -7.615 4.214
C -0.203 -5.604 3.658
C -1.117 -6.386 2.968
C -2.297 -5.781 2.562
C -3.323 -6.579 1.800
F -4.604 -6.210 2.106
F -3.157 -6.380 0.449
F -3.230 -7.921 2.020
C -2.528 -4.425 2.763
C -1.522 -3.617 3.293
S -1.882 -1.895 3.411
C -0.408 -4.236 3.866
H -0.921 -7.425 2.745
H -3.505 -4.003 2.564
H 0.244 -3.683 4.532
```

* E: -2125.19462 hartree
* total charge: -1
* frontier orbital gap: 7.19 eV
* spin multiplicity: 1
* M: 455.28 g/mol
* HOMO: -5.1 eV


No. 3
This record from the Open Molecules 2025 dataset describes a structure of composition C4H11N4 in a non-equilibrium geometry. The level of theory is ωB97M-V/def2-TZVPD.

Geometry as XYZ:
```
19
C4H11N4 ωB97M-V/def2-TZVPD
C 0.135 1.476 0.214
C 0.239 -0.513 0.154
C 0.210 -1.991 0.167
C 2.584 0.334 -0.383
N 1.154 0.373 -0.242
N -0.670 0.397 0.519
N -2.658 0.385 -0.618
N -2.001 0.254 0.645
H 0.599 2.107 0.939
H 0.057 2.050 -0.700
H -0.774 -2.297 0.527
H 0.998 -2.390 0.897
H 0.313 -2.364 -0.826
H 3.093 0.815 0.466
H 2.746 -0.764 -0.516
H 2.781 0.790 -1.353
H -3.317 1.132 -0.610
H -3.121 -0.551 -0.770
H -2.366 0.757 1.491
```

* relative energy (zero: lowest compared OMol25 entry of this formula, charge and spin): 380.1 kJ/mol
* E: -377.68199 hartree
* total charge: +1
* frontier orbital gap: 10.81 eV
* spin multiplicity: 1
* M: 115.16 g/mol
* HOMO: -13.8 eV


No. 4
This record from the Open Molecules 2025 dataset describes a cluster of 4 separate species, C6H16N2O3 in total in a non-equilibrium geometry. The level of theory is ωB97M-V/def2-TZVPD.

Geometry as XYZ:
```
27
C6H16N2O3 ωB97M-V/def2-TZVPD
C 2.865 -0.954 -0.362
C 1.401 -1.255 -0.093
C 0.396 -1.260 -1.248
C -0.997 -0.911 -0.798
C -1.716 -1.447 0.282
N -2.884 -0.802 0.499
C -2.991 0.163 -0.415
N -1.747 0.149 -1.175
H 3.082 -1.513 -1.378
H 3.467 -1.230 0.585
H 3.139 0.171 -0.394
H 1.078 -0.837 0.900
H 1.414 -2.338 0.127
H 0.847 -0.500 -1.928
H 0.416 -2.236 -1.859
H -1.456 -2.348 0.931
H -3.691 0.862 -0.592
H -1.426 0.895 -1.718
O 0.423 2.835 1.328
H 1.330 3.077 1.556
H -0.071 3.558 1.400
O -1.196 -0.945 3.459
H -1.282 -0.161 2.925
H -1.527 -1.501 2.739
O 0.078 2.707 -1.550
H 0.729 2.629 -0.940
H 0.318 3.192 -2.282
```

* relative energy (zero: lowest compared OMol25 entry of this formula, charge and spin): 141.3 kJ/mol
* E: -573.38087 hartree
* total charge: 0
* frontier orbital gap: 8.49 eV
* spin multiplicity: 1
* M: 164.21 g/mol
* SMILES string: CCCc1cnc[nH]1.O.O.O
* HOMO: -8.2 eV


No. 5
This record from the Open Molecules 2025 dataset describes an isolated molecule of C7H17N. The level of theory is ωB97M-V/def2-TZVPD.

Geometry as XYZ:
```
25
C7H17N ωB97M-V/def2-TZVPD
C 3.156 0.113 2.032
C 2.117 0.876 1.235
N 1.582 0.055 0.173
C 0.667 0.742 -0.733
C -0.347 -0.208 -1.356
C -1.580 -0.496 -0.466
C -2.540 0.690 -0.441
C -2.297 -1.751 -0.951
H 2.721 -0.806 2.443
H 4.040 -0.117 1.446
H 3.500 0.687 2.905
H 1.348 1.274 1.919
H 2.575 1.747 0.762
H 1.161 -0.793 0.531
H 1.251 1.224 -1.530
H 0.163 1.571 -0.213
H -0.655 0.232 -2.315
H 0.149 -1.163 -1.559
H -1.185 -0.634 0.544
H -2.051 1.591 -0.072
H -3.373 0.500 0.239
H -2.944 0.873 -1.437
H -3.162 -1.967 -0.316
H -1.667 -2.641 -0.864
H -2.629 -1.597 -1.976
```

* relative energy (zero: lowest compared OMol25 entry of this formula, charge and spin): 38.2 kJ/mol
* E: -331.65635 hartree
* total charge: 0
* frontier orbital gap: 9.75 eV
* spin multiplicity: 1
* M: 115.22 g/mol
* SMILES string: CCNCCC(C)C
* HOMO: -8.6 eV


No. 6
This record from the Open Molecules 2025 dataset describes a structure of composition C31H25N4O2SSe2Zr in a non-equilibrium geometry. The level of theory is ωB97M-V/def2-TZVPD.

Geometry as XYZ:
```
66
C31H25N4O2SSe2Zr ωB97M-V/def2-TZVPD
Zr 0.715 -0.383 0.410
C 1.237 1.688 -2.581
C 0.799 2.856 -1.970
C 1.277 3.215 -0.717
C 2.200 2.405 -0.066
C 2.634 1.213 -0.661
C 2.144 0.857 -1.931
H 0.916 1.456 -3.587
H 0.127 3.515 -2.499
H 0.968 4.155 -0.282
H 2.654 2.747 0.858
H 3.519 0.713 -0.258
H 2.602 0.050 -2.495
Se 3.898 -1.695 2.227
Se 2.469 0.078 2.587
C 0.981 -0.975 3.289
C 0.783 -1.184 4.641
C -0.307 -1.962 5.022
C -1.161 -2.448 4.042
C -0.879 -2.193 2.707
N 0.199 -1.489 2.325
C 3.459 -2.210 0.421
C 4.403 -3.054 -0.171
C 4.185 -3.551 -1.436
C 3.027 -3.144 -2.104
C 2.163 -2.272 -1.482
N 2.339 -1.803 -0.213
H 1.450 -0.751 5.374
H -0.491 -2.173 6.064
H -2.032 -3.027 4.310
H -1.527 -2.573 1.924
H 5.301 -3.285 0.385
H 4.904 -4.202 -1.910
H 2.823 -3.489 -3.104
H 1.292 -1.904 -2.024
O 0.202 1.247 1.500
S -1.168 1.321 0.841
O -1.952 0.241 1.392
N -0.668 0.836 -0.630
C -1.554 0.126 -1.473
C -2.413 0.722 -2.372
C -3.250 -0.051 -3.192
C -3.247 -1.419 -3.125
C -2.379 -2.079 -2.230
C -2.286 -3.481 -2.136
C -1.424 -4.043 -1.222
C -0.619 -3.209 -0.442
N -0.635 -1.878 -0.528
C -1.525 -1.298 -1.392
C -1.689 3.018 1.002
C -0.993 3.803 1.911
C -1.248 5.166 1.950
C -2.167 5.732 1.074
C -2.887 4.924 0.203
C -2.653 3.557 0.165
H -2.422 1.799 -2.465
H -3.895 0.456 -3.892
H -3.896 -2.009 -3.754
H -2.889 -4.106 -2.776
H -1.346 -5.114 -1.117
H 0.083 -3.653 0.266
H -0.261 3.353 2.564
H -0.723 5.783 2.662
H -2.334 6.799 1.073
H -3.626 5.355 -0.454
H -3.210 2.922 -0.502
```

* relative energy (zero: lowest compared OMol25 entry of this formula, charge and spin): 84.3 kJ/mol
* E: -6813.09993 hartree
* total charge: +3
* frontier orbital gap: 7.50 eV
* spin multiplicity: 1
* M: 766.78 g/mol
* HOMO: -17.1 eV


> The lowest E belongs to which entry?

C31H25N4O2SSe2Zr


> M of number 2 (C13H5F6N6O4S)?

455.28 g/mol